Entry from the OMol25 dataset: a cluster of 6 separate species, C43H35N2O11 in total in a non-equilibrium geometry (ωB97M-V/def2-TZVPD).

- charge = +1
- E_HOMO (eV) = -11.76
- max |F| (hartree/bohr) = 0.09290
- gap between HOMO and LUMO (eV) = 7.556
- LUMO energy (eV) = -4.21

Atoms and positions in Å:
C (-1.287, -1.553, -0.238)
C (-0.499, -0.516, -1.140)
O (0.772, -1.070, -1.530)
C (-0.244, 0.797, -0.246)
C (-0.480, 2.105, -1.046)
C (0.657, 3.001, -1.385)
C (0.394, 4.212, -2.173)
N (-0.881, 4.570, -2.580)
C (-1.988, 3.773, -2.289)
C (-1.822, 2.536, -1.535)
C (-3.094, 1.683, -1.290)
C (-3.598, 0.774, -2.336)
C (-4.801, 0.061, -1.891)
C (-5.360, 0.336, -0.579)
N (-4.928, 1.175, 0.421)
C (-3.786, 1.781, -0.024)
H (-1.189, -2.587, -0.674)
H (-0.832, -1.575, 0.788)
H (-2.374, -1.285, -0.154)
H (-1.076, -0.235, -2.062)
H (1.343, -0.362, -1.881)
H (0.819, 0.767, 0.138)
H (-0.925, 0.699, 0.648)
H (1.715, 2.782, -1.058)
H (1.215, 4.907, -2.486)
H (-1.057, 5.411, -3.139)
H (-2.987, 4.119, -2.661)
H (-3.087, 0.664, -3.319)
H (-5.299, -0.673, -2.569)
H (-6.303, -0.227, -0.325)
H (-3.311, 2.474, 0.733)
C (6.731, 2.064, -1.876)
C (5.520, 1.946, -1.335)
C (4.351, 1.558, -2.151)
O (3.240, 1.450, -1.654)
C (4.573, 1.306, -3.588)
C (5.782, 1.424, -4.132)
C (6.956, 1.811, -3.318)
O (8.058, 1.917, -3.812)
H (7.599, 2.347, -1.295)
H (5.336, 2.125, -0.282)
H (3.704, 1.023, -4.169)
H (5.962, 1.242, -5.184)
C (-1.618, -7.995, 0.175)
C (-2.472, -7.046, -0.203)
C (-2.372, -5.668, 0.325)
O (-3.153, -4.801, -0.018)
C (-1.285, -5.384, 1.290)
C (-0.431, -6.332, 1.669)
C (-0.531, -7.712, 1.140)
O (0.248, -8.575, 1.483)
H (-1.677, -9.009, -0.200)
H (-3.272, -7.236, -0.908)
H (-1.227, -4.370, 1.665)
H (0.369, -6.141, 2.374)
C (-4.589, 2.950, 5.548)
C (-5.775, 2.798, 6.133)
C (-6.967, 2.380, 5.358)
O (-8.048, 2.242, 5.890)
C (-6.787, 2.136, 3.908)
C (-5.599, 2.289, 3.324)
C (-4.410, 2.707, 4.099)
O (-3.323, 2.844, 3.563)
H (-3.707, 3.255, 6.098)
H (-5.924, 2.970, 7.192)
H (-7.667, 1.831, 3.357)
H (-5.444, 2.117, 2.265)
C (3.080, -3.570, -2.402)
C (3.836, -2.475, -2.429)
C (5.057, -2.403, -3.262)
O (5.747, -1.401, -3.283)
C (5.406, -3.595, -4.067)
C (4.650, -4.692, -4.041)
C (3.428, -4.764, -3.207)
O (2.738, -5.761, -3.184)
H (2.184, -3.639, -1.798)
H (3.596, -1.593, -1.847)
H (6.302, -3.524, -4.671)
H (4.891, -5.573, -4.623)
C (0.343, 2.772, 3.768)
C (0.871, 2.948, 2.558)
C (2.337, 3.021, 2.362)
O (2.818, 3.184, 1.254)
C (3.194, 2.891, 3.560)
C (2.668, 2.716, 4.772)
C (1.201, 2.642, 4.969)
O (0.721, 2.480, 6.070)
H (-0.728, 2.717, 3.930)
H (0.259, 3.045, 1.669)
H (4.263, 2.947, 3.397)
H (3.280, 2.619, 5.659)

***

Entry from the OMol25 dataset: the molecule C7H10 in a non-equilibrium geometry (ωB97M-V/def2-TZVPD).

- E_HOMO (spin up / spin down) (eV) = -7.55 / -7.64
- max |F| (hartree/bohr) = 0.03260
- gap between HOMO and LUMO (spin up / spin down) (eV) = 8.161 / 8.246
- LUMO energy (spin up / spin down) (eV) = 0.61 / 0.60

Atoms and positions in Å:
C (1.727, 0.490, -0.651)
C (0.627, 0.216, -1.651)
C (0.346, 0.200, -0.196)
C (-0.536, 1.221, 0.485)
C (-0.708, 0.256, 1.633)
C (-1.250, -1.567, 0.479)
C (0.009, -0.961, 0.714)
H (2.090, 1.505, -0.522)
H (2.477, -0.285, -0.512)
H (0.222, 1.067, -2.194)
H (0.633, -0.721, -2.197)
H (-0.003, 2.164, 0.683)
H (-1.461, 1.458, -0.054)
H (-1.600, 0.352, 2.264)
H (-1.911, -1.259, -0.322)
H (-1.466, -2.548, 0.918)
H (0.805, -1.588, 1.124)

***

Entry from the OMol25 dataset: a cluster of 3 separate species, C2H11N2O2 in total in a non-equilibrium geometry (ωB97M-V/def2-TZVPD).

- charge = +1
- E_HOMO (eV) = -12.29
- max |F| (hartree/bohr) = 0.04738
- gap between HOMO and LUMO (eV) = 9.437
- LUMO energy (eV) = -2.85

Atoms and positions in Å:
C (0.125, -0.798, -0.860)
C (0.849, 0.353, -1.033)
N (1.101, 0.812, -2.275)
N (-0.600, -0.986, 0.432)
H (0.046, -1.564, -1.615)
H (1.462, 0.773, -0.239)
H (1.533, 1.696, -2.472)
H (0.404, 0.573, -2.962)
H (-0.899, -1.953, 0.305)
H (-1.470, -0.402, 0.400)
H (0.051, -0.806, 1.209)
H (1.359, -0.886, 3.431)
H (2.178, -0.066, 2.445)
O (1.348, -0.588, 2.491)
H (-2.431, 1.600, 0.987)
H (-2.546, 1.312, -0.568)
O (-2.512, 0.931, 0.322)

***

Entry from the OMol25 dataset: the molecule C22H28N6O3S in a non-equilibrium geometry (ωB97M-V/def2-TZVPD).

- E_HOMO (eV) = -7.97
- max |F| (hartree/bohr) = 0.02818
- gap between HOMO and LUMO (eV) = 8.382
- LUMO energy (eV) = 0.41

Atoms and positions in Å:
C (0.682, -0.024, -4.160)
C (0.966, -0.392, -2.707)
N (0.083, 0.308, -1.813)
C (0.206, 1.576, -1.369)
S (1.702, 2.461, -1.453)
C (1.547, 3.387, 0.112)
C (0.829, 2.602, 1.212)
O (0.049, 3.159, 1.947)
N (1.201, 1.298, 1.291)
C (0.416, 0.232, 1.762)
C (-0.795, 0.422, 2.409)
C (-1.611, -0.661, 2.687)
C (-1.217, -1.934, 2.321)
C (0.016, -2.137, 1.723)
C (0.862, -1.068, 1.455)
N (2.134, -1.200, 0.855)
C (2.382, -2.421, 0.109)
C (3.630, -2.247, -0.754)
C (4.836, -1.907, 0.116)
C (4.517, -0.672, 0.952)
C (3.246, -0.919, 1.759)
N (-0.841, 2.002, -0.685)
C (-1.684, 0.949, -0.663)
C (-1.148, -0.123, -1.362)
C (-1.753, -1.416, -1.362)
O (-1.305, -2.431, -1.867)
N (-2.960, -1.402, -0.661)
C (-3.686, -2.656, -0.554)
C (-3.543, -0.333, 0.008)
O (-4.592, -0.463, 0.599)
N (-2.877, 0.873, -0.028)
C (-3.406, 2.017, 0.684)
H (-0.336, -0.300, -4.425)
H (0.811, 1.045, -4.314)
H (1.367, -0.557, -4.812)
H (1.992, -0.116, -2.447)
H (0.808, -1.460, -2.552)
H (2.567, 3.634, 0.410)
H (0.989, 4.304, -0.072)
H (1.915, 0.974, 0.645)
H (-1.100, 1.421, 2.669)
H (-2.560, -0.504, 3.177)
H (-1.857, -2.780, 2.519)
H (0.319, -3.140, 1.471)
H (1.513, -2.626, -0.520)
H (2.538, -3.281, 0.782)
H (3.809, -3.166, -1.315)
H (3.467, -1.439, -1.469)
H (5.714, -1.729, -0.507)
H (5.058, -2.747, 0.779)
H (5.340, -0.444, 1.631)
H (4.370, 0.186, 0.292)
H (3.005, -0.050, 2.375)
H (3.410, -1.773, 2.438)
H (-3.125, -3.408, -1.102)
H (-3.781, -2.938, 0.494)
H (-4.685, -2.541, -0.975)
H (-4.016, 1.656, 1.510)
H (-4.026, 2.620, 0.019)
H (-2.572, 2.615, 1.043)

***

Entry from the OMol25 dataset: a structure of composition C46H128F4N11O22S4 in a non-equilibrium geometry (ωB97M-V/def2-TZVPD).

- charge = +7
- E_HOMO (eV) = -12.59
- max |F| (hartree/bohr) = 0.11408
- gap between HOMO and LUMO (eV) = 1.759
- LUMO energy (eV) = -10.83

Atoms and positions in Å:
C (12.224, -10.181, 19.331)
C (12.598, -11.114, 20.474)
C (13.928, -11.757, 20.447)
O (14.277, -12.303, 21.681)
C (15.521, -12.793, 21.917)
N (12.580, -10.259, 21.843)
H (12.444, -9.278, 21.640)
H (11.820, -10.521, 22.497)
H (13.390, -10.287, 22.443)
H (11.779, -10.778, 18.566)
H (13.066, -9.615, 18.848)
H (11.465, -9.424, 19.681)
H (11.739, -11.797, 20.549)
H (14.675, -11.084, 20.061)
H (13.847, -12.561, 19.725)
H (15.592, -12.907, 22.999)
H (16.321, -12.020, 21.619)
H (15.659, -13.815, 21.488)
C (23.127, -1.558, 29.319)
C (23.356, -3.048, 29.853)
C (22.221, -3.942, 29.570)
O (22.561, -5.236, 30.027)
C (21.560, -6.162, 29.971)
N (24.462, -3.768, 29.178)
H (24.469, -3.638, 28.182)
H (25.454, -3.616, 29.533)
H (24.348, -4.776, 29.297)
H (23.405, -0.851, 30.120)
H (22.149, -1.348, 28.889)
H (23.826, -1.391, 28.463)
H (23.613, -3.115, 30.917)
H (22.069, -3.995, 28.456)
H (21.291, -3.663, 30.035)
H (21.054, -6.331, 29.045)
H (20.835, -6.052, 30.745)
H (22.029, -7.155, 30.143)
C (10.803, -6.783, 32.523)
C (10.598, -8.263, 32.180)
C (10.497, -9.161, 33.417)
O (9.800, -10.311, 32.996)
C (10.084, -11.498, 33.705)
N (9.356, -8.434, 31.391)
H (8.513, -7.989, 31.858)
H (9.465, -7.969, 30.546)
H (9.104, -9.430, 31.265)
H (11.636, -6.669, 33.199)
H (9.942, -6.532, 33.159)
H (10.675, -6.188, 31.620)
H (11.428, -8.655, 31.612)
H (9.986, -8.649, 34.212)
H (11.526, -9.353, 33.805)
H (9.688, -11.494, 34.717)
H (11.149, -11.656, 33.722)
H (9.539, -12.266, 33.153)
C (20.075, -14.871, 28.637)
C (18.848, -14.610, 29.524)
C (17.701, -13.647, 29.138)
O (16.957, -14.243, 28.078)
C (16.152, -13.276, 27.390)
N (18.023, -15.869, 29.802)
H (18.607, -16.673, 30.035)
H (17.451, -15.652, 30.644)
H (17.341, -16.057, 29.036)
H (19.917, -15.506, 27.740)
H (20.805, -15.423, 29.269)
H (20.473, -13.838, 28.379)
H (19.185, -14.309, 30.509)
H (18.223, -12.720, 28.864)
H (17.088, -13.511, 30.014)
H (15.561, -12.579, 28.021)
H (15.388, -13.777, 26.781)
H (16.755, -12.685, 26.648)
C (5.230, -2.805, 25.438)
O (4.240, -2.049, 24.830)
C (2.934, -2.529, 24.850)
C (1.948, -1.605, 24.155)
N (2.167, -0.264, 24.787)
H (1.856, -0.355, 25.796)
H (3.173, -0.113, 24.915)
C (1.415, 0.952, 24.321)
C (1.980, 2.197, 25.159)
O (1.968, 1.754, 26.504)
C (2.373, 2.706, 27.454)
H (5.053, -3.907, 25.447)
H (5.225, -2.574, 26.522)
H (6.203, -2.604, 24.908)
H (2.553, -2.465, 25.912)
H (2.891, -3.539, 24.464)
H (0.892, -1.872, 24.252)
H (2.199, -1.514, 23.083)
H (0.397, 0.644, 24.525)
H (1.586, 0.975, 23.268)
H (1.295, 2.917, 24.814)
H (2.989, 2.415, 24.768)
H (1.877, 2.429, 28.403)
H (1.979, 3.669, 27.162)
H (3.568, 2.686, 27.498)
C (15.568, -1.142, 16.465)
O (15.737, -2.274, 17.234)
C (16.790, -3.039, 16.644)
C (17.921, -3.075, 17.589)
N (17.461, -3.525, 18.935)
H (16.668, -3.035, 19.276)
H (17.230, -4.508, 18.885)
C (18.529, -3.469, 19.944)
C (17.871, -3.768, 21.243)
O (16.710, -2.927, 21.207)
C (15.664, -3.188, 22.199)
H (15.401, -1.296, 15.412)
H (16.481, -0.516, 16.523)
H (14.747, -0.564, 16.887)
H (16.950, -2.687, 15.617)
H (16.418, -4.058, 16.646)
H (18.332, -2.115, 17.795)
H (18.748, -3.713, 17.229)
H (18.763, -2.422, 19.963)
H (19.483, -4.059, 19.776)
H (18.549, -3.511, 22.081)
H (17.536, -4.806, 21.303)
H (16.141, -3.363, 23.147)
H (15.029, -4.004, 21.934)
H (14.983, -2.393, 22.354)
C (15.419, -23.226, 22.264)
O (14.448, -22.308, 21.872)
C (13.767, -21.607, 22.922)
C (12.614, -20.935, 22.335)
N (13.035, -20.043, 21.190)
H (13.462, -19.185, 21.600)
H (13.778, -20.544, 20.602)
C (11.961, -19.552, 20.300)
C (11.030, -18.587, 21.106)
O (11.870, -17.921, 22.033)
C (11.122, -17.008, 22.800)
H (16.066, -23.452, 21.420)
H (14.953, -24.123, 22.632)
H (16.008, -22.871, 23.111)
H (14.460, -20.871, 23.414)
H (13.369, -22.337, 23.657)
H (12.022, -20.384, 23.074)
H (12.026, -21.692, 21.832)
H (11.435, -20.477, 19.920)
H (12.389, -19.040, 19.475)
H (10.236, -19.151, 21.640)
H (10.564, -17.830, 20.438)
H (11.604, -17.018, 23.797)
H (10.020, -17.298, 22.841)
H (11.194, -15.971, 22.388)
C (15.798, 1.767, 34.870)
O (14.964, 2.344, 34.174)
C (14.514, 3.809, 34.993)
C (13.209, 4.133, 34.213)
N (13.363, 4.966, 32.951)
H (14.109, 5.642, 33.074)
H (13.593, 4.418, 32.113)
C (11.957, 5.555, 32.676)
C (11.744, 5.474, 31.198)
O (12.178, 4.235, 30.758)
C (11.406, 3.784, 29.576)
H (18.886, 1.178, 27.358)
H (16.334, 0.857, 34.677)
H (16.314, 2.244, 35.736)
H (15.437, 4.452, 34.878)
H (14.443, 3.418, 35.975)
H (12.502, 4.777, 34.767)
H (12.717, 3.138, 33.989)
H (11.953, 6.626, 33.090)
H (11.291, 4.926, 33.229)
H (12.378, 6.217, 30.593)
H (10.686, 5.526, 30.915)
H (10.231, 3.494, 29.673)
H (11.919, 2.860, 29.231)
H (11.390, 4.650, 28.737)
C (10.108, -2.067, 13.827)
O (10.716, -2.255, 15.124)
C (10.476, -3.557, 15.685)
C (11.643, -3.695, 16.669)
N (11.674, -2.484, 17.462)
H (11.819, -1.682, 16.802)
H (10.719, -2.405, 17.869)
C (12.779, -2.522, 18.503)
C (12.820, -3.804, 19.405)
O (11.537, -4.357, 19.600)
C (11.522, -5.284, 20.679)
H (10.183, -1.017, 13.500)
H (9.069, -2.338, 13.863)
H (10.642, -2.737, 13.188)
H (10.516, -4.402, 14.917)
H (9.537, -3.661, 16.169)
H (12.501, -3.799, 16.087)
H (11.450, -4.539, 17.324)
H (12.709, -1.715, 19.241)
H (13.745, -2.486, 18.074)
H (13.240, -3.536, 20.385)
H (13.569, -4.517, 18.972)
H (12.536, -5.703, 20.915)
H (10.896, -6.085, 20.345)
H (11.095, -4.863, 21.598)
N (12.508, -9.529, 27.427)
S (13.773, -9.196, 28.253)
O (14.424, -8.012, 27.861)
O (14.454, -10.381, 28.722)
F (12.928, -8.801, 29.576)
S (12.298, -8.808, 26.038)
O (12.226, -9.685, 24.878)
O (12.869, -7.481, 25.904)
F (10.637, -8.548, 26.333)
N (15.879, -6.958, 21.364)
S (15.627, -7.150, 19.812)
O (16.034, -5.950, 19.147)
O (14.325, -7.684, 19.581)
F (16.621, -8.317, 19.502)
S (15.217, -7.790, 22.517)
O (15.410, -9.228, 22.253)
O (13.846, -7.408, 22.813)
F (15.997, -7.284, 23.668)

***

Entry from the OMol25 dataset: a cluster of 6 separate species, C31H57BN2O7S in total in a non-equilibrium geometry (ωB97M-V/def2-TZVPD).

- E_HOMO (eV) = -8.90
- max |F| (hartree/bohr) = 0.08874
- gap between HOMO and LUMO (eV) = 9.420
- LUMO energy (eV) = 0.52

Atoms and positions in Å:
C (-2.138, -0.466, -0.948)
C (-0.989, -0.694, -1.314)
B (0.563, -1.081, -1.310)
O (1.466, -0.156, -1.916)
C (1.137, -2.435, -0.613)
C (0.293, -3.736, -0.958)
C (0.273, -4.818, 0.213)
C (-0.972, -4.715, 1.187)
C (-1.356, -3.254, 1.667)
C (-0.802, -2.886, 3.131)
C (0.765, -3.084, 3.237)
S (1.246, -4.425, 4.459)
C (3.063, -4.261, 4.499)
N (3.955, -4.317, 5.526)
N (5.158, -4.074, 4.895)
C (4.964, -3.884, 3.563)
O (3.601, -4.005, 3.244)
H (-3.205, -0.180, -0.807)
H (1.705, 0.531, -1.241)
H (2.233, -2.539, -0.892)
H (1.131, -2.196, 0.504)
H (-0.793, -3.466, -1.172)
H (0.715, -4.213, -1.893)
H (0.183, -5.828, -0.309)
H (1.269, -4.858, 0.750)
H (-1.867, -5.111, 0.607)
H (-0.880, -5.405, 2.089)
H (-1.101, -2.427, 0.951)
H (-2.490, -3.242, 1.783)
H (-1.398, -3.365, 3.956)
H (-0.986, -1.766, 3.229)
H (1.273, -3.362, 2.273)
H (1.278, -2.146, 3.617)
H (5.689, -3.639, 2.752)
C (5.543, -6.920, 0.206)
C (4.609, -7.266, 1.348)
C (3.392, -6.419, 1.026)
O (3.341, -6.294, -0.402)
C (4.577, -6.765, -0.954)
H (6.311, -7.673, 0.023)
H (6.041, -5.966, 0.409)
H (4.347, -8.328, 1.305)
H (5.024, -7.057, 2.336)
H (3.485, -5.413, 1.447)
H (2.463, -6.864, 1.389)
H (4.383, -7.727, -1.441)
H (4.934, -6.060, -1.708)
C (1.107, 5.169, -1.149)
C (0.937, 5.181, 0.356)
C (0.742, 3.708, 0.663)
O (1.480, 2.976, -0.327)
C (1.879, 3.881, -1.368)
H (1.624, 6.046, -1.539)
H (0.128, 5.105, -1.633)
H (1.854, 5.543, 0.829)
H (0.108, 5.800, 0.699)
H (-0.311, 3.419, 0.577)
H (1.097, 3.436, 1.659)
H (2.958, 4.045, -1.274)
H (1.677, 3.432, -2.342)
C (-3.796, 0.831, -5.299)
C (-2.478, 0.436, -5.935)
C (-2.007, -0.674, -5.014)
O (-3.184, -1.312, -4.498)
C (-4.325, -0.506, -4.814)
H (-4.480, 1.337, -5.982)
H (-3.613, 1.493, -4.446)
H (-2.656, 0.039, -6.939)
H (-1.764, 1.256, -6.014)
H (-1.442, -0.274, -4.166)
H (-1.387, -1.411, -5.529)
H (-4.890, -1.018, -5.601)
H (-4.963, -0.412, -3.932)
C (2.994, 10.123, 2.166)
C (1.694, 9.595, 2.738)
C (0.977, 9.110, 1.492)
O (1.989, 8.691, 0.567)
C (3.265, 9.138, 1.045)
H (3.805, 10.175, 2.894)
H (2.839, 11.125, 1.755)
H (1.897, 8.752, 3.405)
H (1.123, 10.340, 3.295)
H (0.406, 9.917, 1.022)
H (0.300, 8.277, 1.696)
H (3.813, 8.263, 1.410)
H (3.829, 9.583, 0.223)
C (-7.365, 0.533, -0.439)
C (-7.179, 1.732, 0.469)
C (-5.745, 1.554, 0.935)
O (-5.043, 0.894, -0.128)
C (-5.998, 0.413, -1.086)
H (-8.170, 0.653, -1.165)
H (-7.575, -0.358, 0.161)
H (-7.271, 2.655, -0.111)
H (-7.891, 1.774, 1.294)
H (-5.691, 0.913, 1.821)
H (-5.257, 2.504, 1.162)
H (-5.924, 1.043, -1.979)
H (-5.754, -0.615, -1.364)